{"formula": "C4H7N3", "method": "the ωB97M-V functional and the def2-TZVPD basis", "elements": ["C", "C", "C", "C", "H", "H", "H", "H", "H", "H", "H", "N", "N", "N"], "coordinates": [[-1.148501, 0.000573, 0.356355], [0.309864, -0.078934, 0.618054], [1.002055, 1.161434, 0.129312], [1.189370, -1.088142, 0.064178], [-1.061213, -0.919932, -1.506276], [-2.326041, 0.296954, -1.158609], [-1.712595, -0.863422, 0.899493], [-1.446788, 1.029164, 0.682574], [0.512195, 0.017142, 1.677672], [0.647903, 2.235758, 0.211772], [1.007993, -2.188170, 0.190977], [-1.289235, 0.127294, -1.094835], [2.119015, 0.870296, -0.494401], [2.195980, -0.600016, -0.576268]], "atomic_forces_ev_per_a": [[-0.7, -0.1, 0.5], [0.4, 2.2, 0.9], [1.9, 0.2, -1.5], [0.6, -1.3, -0.8], [-1.1, 3.5, 0.9], [1.3, -0.5, -0.9], [0.6, 1.6, -1.0], [-0.2, -1.1, 0.6], [-0.1, -0.4, 0.8], [0.5, -1.6, 0.1], [0.5, 1.1, -0.3], [-1.4, -3.7, -0.8], [-1.9, -0.3, 0.7], [-0.5, 0.4, 0.8]], "mulliken_charge": [-0.762, 0.503, -0.217, -0.401, 0.263, 0.283, 0.309, 0.401, 0.341, 0.331, 0.394, -0.565, -0.458, -0.422], "de_lowest_ev": 2.539, "lumo_energy_ha": 0.018, "spin_multiplicity": 1, "orbital_gap_ev": 10.489, "smiles": "NCC1C=NN=C1", "max_force_ev_per_a": 4.1}